w:
This record from the OMol25 dataset describes a cluster of 3 separate species, C2H12NO2S in total. The level of theory is ωB97M-V/def2-TZVPD.

Properties
- Molar mass: 114.2 g mol⁻¹
- Frontier orbital gap: 9.791 eV
- Net charge: +1
- Lowest unoccupied orbital energy: -0.11436 Eh

Positions of all 18 atoms, in Å:
C -0.158 0.082 -0.124
C 0.518 -0.826 -1.096
S 2.212 -1.395 -0.645
N -0.582 -0.580 1.220
H -0.853 0.791 -0.604
H 0.520 0.936 0.126
H 0.602 -0.481 -2.084
H -0.166 -1.727 -1.316
H 2.880 -0.655 -1.538
H -1.215 -0.005 1.741
H 0.306 -0.748 1.716
H -1.026 -1.469 1.011
H 2.126 0.983 2.631
H 1.860 -0.238 3.489
O 1.471 0.283 2.780
H -2.405 2.032 -2.858
H -3.485 1.475 -2.331
O -2.605 1.541 -2.119



x:
This record from the OMol25 dataset describes a cluster of 3 separate species, C2H12NO2S in total. The level of theory is ωB97M-V/def2-TZVPD.

Properties
- Molar mass: 114.2 g mol⁻¹
- Frontier orbital gap: 10.177 eV
- Net charge: +1
- Lowest unoccupied orbital energy: -0.11145 Eh

Positions of all 18 atoms, in Å:
C 0.658 -0.025 -0.780
C 0.200 0.373 -2.227
S -1.252 -0.580 -2.752
N -0.514 0.126 0.139
H 1.382 0.702 -0.438
H 0.956 -1.058 -0.910
H 1.023 0.196 -2.916
H 0.072 1.455 -2.210
H -0.961 -1.681 -2.041
H -0.684 -0.672 0.783
H -1.352 0.253 -0.434
H -0.490 1.004 0.664
H 1.799 2.482 1.754
H 0.891 1.674 2.627
O 1.077 1.843 1.689
H -1.550 -1.895 2.870
H -0.362 -2.486 1.987
O -0.893 -1.712 2.194



x ends up most stable, edging out the next structure by 21.1 kcal/mol.



w:
This record from the OMol25 dataset describes the ion C4H10NO with charge -1. The level of theory is ωB97M-V/def2-TZVPD.

Properties
- Molar mass: 88.1 g mol⁻¹
- Frontier orbital gap: 6.263 eV
- Net charge: -1
- Lowest unoccupied orbital energy: 0.15064 Eh
- SMILES: CNCCC[O-]

Positions of all 16 atoms, in Å:
C -0.520 2.110 -0.294
N -0.402 1.059 0.808
C -0.932 -0.190 0.214
C -0.065 -1.414 0.463
C 1.396 -1.385 -0.415
O 2.422 -1.143 0.414
H -1.565 2.071 -0.508
H -0.013 2.040 -1.241
H -0.256 3.052 0.225
H 0.526 0.851 1.138
H -1.051 -0.076 -0.880
H -1.829 -0.640 0.712
H 0.194 -1.388 1.549
H -0.689 -2.283 0.107
H 1.680 -2.215 -1.226
H 1.105 -0.448 -1.068



x:
This record from the OMol25 dataset describes the ion C4H10NO with charge -1. The level of theory is ωB97M-V/def2-TZVPD.

Properties
- Molar mass: 88.1 g mol⁻¹
- Frontier orbital gap: 6.632 eV
- Net charge: -1
- Lowest unoccupied orbital energy: 0.16359 Eh
- SMILES: CN[C@@H](C)C[O-]

Positions of all 16 atoms, in Å:
C -0.339 -0.485 -2.010
N -0.364 0.513 -0.950
C 0.412 0.175 0.253
C 0.438 1.398 1.175
C -0.094 -1.077 1.037
O -0.407 -2.146 0.325
H 0.678 -0.591 -2.389
H -0.985 -0.144 -2.816
H -0.636 -1.479 -1.655
H -1.330 0.661 -0.656
H 1.423 -0.043 -0.092
H -0.057 1.173 2.129
H 1.461 1.665 1.458
H -0.020 2.252 0.691
H 0.745 -1.196 1.799
H -0.924 -0.674 1.701



x ends up most stable, edging out the next structure by 30.8 kcal/mol.



w:
This record from the OMol25 dataset describes the ion C4H10NO with charge -1. The level of theory is ωB97M-V/def2-TZVPD.

Properties
- Molar mass: 88.1 g mol⁻¹
- Frontier orbital gap: 6.827 eV
- Net charge: -1
- Lowest unoccupied orbital energy: 0.15702 Eh
- SMILES: CC(C)NC[O-]

Positions of all 16 atoms, in Å:
C -0.534 1.026 -1.277
C -0.742 0.291 0.047
C -0.699 -1.259 -0.260
N 0.239 0.819 1.101
C 1.618 -0.051 0.998
O 1.603 -1.192 1.630
H -0.108 0.212 -2.027
H -1.520 1.398 -1.779
H 0.153 1.911 -1.210
H -1.711 0.597 0.372
H 0.238 -1.810 -0.159
H -1.356 -1.611 0.623
H -1.112 -1.430 -1.261
H -0.126 0.624 2.079
H 1.668 -0.197 -0.129
H 2.391 0.674 1.252



x:
This record from the OMol25 dataset describes a cluster of 2 separate species, C4H10NO in total. The level of theory is ωB97M-V/def2-TZVPD.

Properties
- Molar mass: 88.1 g mol⁻¹
- Frontier orbital gap: 7.487 eV
- Net charge: -1
- Lowest unoccupied orbital energy: 0.15910 Eh

Positions of all 16 atoms, in Å:
C -3.392 -0.415 -0.702
C 2.860 0.335 0.288
N 3.188 -0.761 -0.412
C 1.490 -0.383 -0.001
C 0.353 0.575 0.639
O -0.838 0.042 0.708
H -3.622 -1.467 -0.581
H -3.808 0.191 0.102
H -3.722 0.100 -1.612
H 3.042 0.260 1.380
H 3.074 1.330 -0.140
H -2.290 -0.286 -0.682
H 1.112 -0.479 -1.029
H 1.249 -1.402 0.304
H 0.530 1.533 0.085
H 0.774 0.828 1.655



y:
This record from the OMol25 dataset describes a cluster of 2 separate species, C4H10NO in total. The level of theory is ωB97M-V/def2-TZVPD.

Properties
- Molar mass: 88.1 g mol⁻¹
- Frontier orbital gap: 6.344 eV
- Net charge: -1
- Lowest unoccupied orbital energy: 0.14996 Eh

Positions of all 16 atoms, in Å:
C 0.150 -1.474 -0.660
C 1.019 -0.584 0.249
C 2.407 1.306 0.023
N 1.397 0.650 -0.435
H -0.065 -2.492 -0.178
H -0.862 -0.932 -0.686
H 0.654 -1.649 -1.634
H 1.892 -1.084 0.571
H 0.474 -0.285 1.105
H 3.061 0.888 0.805
H 2.644 2.307 -0.318
C -2.840 0.190 0.169
O -1.520 0.169 0.562
H -3.005 -0.098 -0.915
H -3.501 -0.408 0.849
H -3.327 1.216 0.262



w ends up most stable, edging out the next structure by 17.9 kcal/mol.